75
Properties=species:S:1:pos:R:3:forces:R:3 method="wB97M-V/def2-TZVPD" charge=+1 relative_energy_kcal_mol=225.5 multiplicity=1 e_homo_ev=-10.30 homo_lumo_gap_ha=0.2218
C 3.930536 1.214588 -3.423872 -1.2 0.4 0.2
H -7.014713 1.741470 -1.130833 0.2 -2.5 -1.1
H 1.678312 1.061913 -3.153127 1.8 -1.8 0.8
H -1.894211 -3.776914 1.276995 1.3 -0.2 -0.3
N -5.866127 4.249434 -2.952164 -7.6 3.3 5.8
H -2.558381 -2.311285 -0.432572 -0.8 2.0 -0.8
P 2.138718 -1.780155 3.549626 1.5 0.7 4.8
N 2.463681 -0.974851 4.954247 -1.2 -0.1 -2.9
H 4.256588 -0.300227 2.260134 -2.0 1.8 -0.2
H 3.487454 -2.155516 3.100669 -1.7 -0.3 -0.6
H -1.894383 2.187362 -2.080351 -1.8 -2.1 0.9
C 4.300833 1.863107 1.559655 -0.5 1.3 1.2
C -4.622364 -1.140496 -0.865600 2.4 3.7 -1.2
H -0.979346 -3.983510 -1.742812 2.2 1.0 -1.9
H 1.423320 -2.973764 4.028339 0.6 0.6 -1.3
H 2.276407 1.706798 -0.976632 0.5 -2.6 -0.4
H -0.376154 -2.884564 2.753088 1.3 0.6 -2.4
O -0.894342 -0.915940 1.596059 -4.0 -0.8 -3.0
C -0.278814 -0.109945 -1.112972 -1.2 1.7 -1.4
Br 6.188588 1.312188 1.091941 -1.2 0.1 0.0
C 0.047196 -2.931533 1.633989 0.0 -5.7 2.6
H 3.141878 0.924429 3.256247 0.7 -1.0 -2.5
C 0.698069 -2.397790 -1.385491 -0.6 -1.9 0.2
S -0.096764 0.385445 3.163832 0.9 -2.5 5.5
H 2.060401 -0.025492 4.872214 0.3 -0.6 0.5
C 2.611059 0.425140 -2.761853 0.5 2.5 -1.9
C 3.397281 -2.990214 0.455339 5.4 -2.7 2.5
H 3.912017 1.080305 -4.609804 0.1 0.3 2.8
F 2.539762 -0.875312 -3.394121 0.0 1.4 1.8
H 0.006894 1.040402 -0.952792 -0.6 -2.7 0.2
H 1.022002 -3.613516 1.735750 -1.7 2.2 -0.5
H -0.870803 -2.440135 -3.096854 -0.4 -0.6 3.0
H 3.859891 0.722315 -0.930020 -2.6 -0.4 -0.4
N 0.261810 -1.530565 1.198417 -1.2 -1.0 0.4
H 3.706426 -1.692283 -1.329022 -0.7 0.2 2.4
C -6.889104 0.600479 -1.456194 1.1 0.1 1.7
C 3.459269 -1.507019 -0.171945 0.9 -1.6 -0.7
H -8.816970 5.406357 -1.973977 0.2 -0.1 0.0
I 0.982239 2.078794 1.683844 2.3 2.9 -4.3
C -4.223240 1.462040 -1.818871 1.5 -3.0 1.1
H -0.490036 -0.356928 4.304704 0.5 -0.5 -1.0
H -8.237649 4.383272 -0.636908 0.1 0.1 -0.2
C -2.599451 1.289822 -1.736304 -2.2 -2.7 1.1
C -1.888617 -0.124410 -1.173883 -5.5 1.2 -0.3
H -7.371371 0.378006 -2.498536 1.1 0.4 2.1
H 3.741456 2.362632 -3.160064 0.6 -2.4 -0.7
C -5.271934 0.284527 -1.370950 3.9 -0.7 -0.1
C 2.693291 0.603452 -1.175972 0.9 1.0 0.1
N -0.916905 -3.834474 0.916306 0.0 0.7 0.4
H -7.639199 6.051663 -0.804991 0.1 -0.2 -0.2
H 1.726480 -2.876319 -1.761292 -2.1 0.2 2.4
H 4.944211 0.894681 -2.935300 -2.0 0.4 -1.0
H -0.612252 -4.837462 0.893186 -0.2 1.6 0.1
H -1.666240 -1.517402 1.659343 0.3 0.0 -0.8
H 5.409561 3.680545 2.463550 -1.8 -1.3 0.8
C 4.457413 3.050407 2.720918 -0.8 0.4 -1.1
H 2.538750 -3.743385 0.206668 1.3 1.6 0.4
C -0.457576 -3.003717 -2.134303 0.6 2.0 0.4
H 0.025803 -0.284721 -2.259881 -0.4 0.1 2.7
H 4.422916 2.627464 3.812456 0.4 0.8 -2.2
C -6.811748 4.661602 -2.227044 6.2 -2.7 -4.8
H -7.381793 -0.021081 -0.565403 0.9 1.2 -2.2
C 2.094387 0.187108 1.372616 0.3 -0.6 1.2
C 2.155953 -0.528134 -0.138289 0.7 1.6 1.5
C 1.119249 -0.818766 2.289964 1.8 2.5 -0.4
C 3.466246 0.588034 2.157304 0.8 0.1 0.7
H -4.691382 2.476907 -2.218930 1.2 -2.4 0.9
H 3.526157 3.777628 2.574052 1.9 -1.6 0.5
C -7.951766 5.158580 -1.352990 0.9 -0.4 -0.7
C 0.606668 -1.168366 -0.268361 3.1 0.7 -5.6
O 4.448719 -3.527424 1.136080 -6.5 3.7 -4.1
C -2.973519 -1.278925 -0.790710 -0.8 2.5 -0.8
H 3.836222 2.387131 0.626950 1.0 -1.3 1.7
H -5.297318 -2.055362 -0.557030 1.6 2.1 -0.7
H 4.470352 -1.018129 0.214536 -2.4 -0.8 -0.5